Record 1
A cluster of 2 separate species, C6H12N2 in total in a non-equilibrium geometry. Source: the OMol25 dataset; level of theory: ωB97M-V/def2-TZVPD.

Structure (XYZ):
```
20
Properties=species:S:1:pos:R:3:lowdin_charge:R:1
C -1.05 1.10 -1.42 -0.166
C -1.82 1.27 -2.73 -0.166
H -1.53 0.25 -0.88 0.078
H 0.00 1.01 -1.54 0.027
H -1.04 2.00 -0.82 0.061
H -1.21 0.91 -3.52 0.041
H -2.85 0.88 -2.73 0.069
H -2.11 2.32 -3.02 0.069
C 1.59 -1.32 -0.91 -0.044
C 0.90 -0.80 0.33 -0.394
C 1.22 0.37 0.91 -0.138
C -0.56 -0.54 2.05 -0.156
N -0.20 -1.38 1.04 0.059
N 0.32 0.57 1.95 0.002
H 2.51 -1.75 -0.59 0.064
H 1.70 -0.35 -1.47 0.071
H 1.90 1.17 0.46 0.147
H -1.20 -0.88 2.90 0.119
H 0.31 1.48 2.53 0.173
H 0.94 -1.84 -1.63 0.082
```

Orbital gap = 9.6 eV
Total energy = -9395.385 eV
LUMO level = 0.9 eV
Energy above the lowest of the compared OMol25 structures with the same formula, charge and spin = 1.465 eV

***

Record 2
A cluster of 2 separate species, C33H26NO8S3 in total in a non-equilibrium geometry. Source: the OMol25 dataset; level of theory: ωB97M-V/def2-TZVPD.

Structure (XYZ):
```
71
Properties=species:S:1:pos:R:3:lowdin_charge:R:1
C -4.49 2.82 3.04 -0.071
C -3.67 2.66 1.94 -0.046
C -2.36 2.27 2.11 -0.031
C -1.87 2.03 3.38 -0.304
S -0.16 1.56 3.61 0.813
C -0.13 -0.22 3.41 -0.322
C -1.19 -0.95 3.73 -0.024
C -1.31 -2.41 3.63 -0.217
C -1.07 -3.09 2.44 -0.025
C -1.14 -4.47 2.39 -0.058
C -1.46 -5.20 3.52 -0.082
C -1.73 -4.53 4.70 -0.086
C -1.65 -3.16 4.76 -0.034
S 1.39 -0.94 2.78 0.815
C 2.73 0.14 3.31 -0.305
C 3.51 0.76 2.36 -0.055
C 4.56 1.57 2.75 -0.061
C 4.83 1.77 4.09 -0.076
C 4.04 1.15 5.04 -0.067
C 2.99 0.33 4.65 -0.072
O 1.64 -2.21 3.55 -0.324
O 1.30 -0.96 1.27 -0.319
O 0.61 2.17 2.46 -0.313
O 0.20 1.80 5.06 -0.342
C -2.69 2.18 4.47 -0.080
C -4.00 2.57 4.31 -0.074
H -5.51 3.14 2.91 0.106
H -4.05 2.87 0.95 0.115
H -1.69 2.16 1.27 0.125
H -2.05 -0.43 4.13 0.124
H -0.81 -2.53 1.57 0.112
H -0.92 -4.99 1.47 0.089
H -1.50 -6.28 3.48 0.102
H -1.99 -5.10 5.58 0.100
H -1.84 -2.65 5.69 0.113
H 3.28 0.60 1.32 0.118
H 5.18 2.05 2.00 0.107
H 5.65 2.40 4.39 0.103
H 4.24 1.30 6.08 0.105
H 2.37 -0.15 5.38 0.119
H -2.27 2.01 5.46 0.111
H -4.64 2.71 5.17 0.103
C -0.98 -6.11 -2.77 -0.093
C -1.03 -5.38 -3.94 -0.083
C -1.36 -4.04 -3.91 -0.060
C -1.65 -3.44 -2.71 -0.295
S -2.15 -1.71 -2.66 0.770
C -0.57 -0.87 -2.49 -0.193
C -0.48 0.49 -2.45 -0.317
C 0.81 1.10 -2.31 -0.053
C 0.93 2.46 -2.27 -0.036
C -0.19 3.28 -2.35 -0.206
N -0.03 4.72 -2.32 -0.372
O -1.04 5.43 -2.32 -0.012
O 1.12 5.19 -2.28 -0.010
C -1.46 2.71 -2.47 -0.032
C -1.61 1.36 -2.52 -0.048
O -2.68 -1.35 -4.02 -0.383
O -2.90 -1.47 -1.37 -0.388
C -1.59 -4.15 -1.53 -0.061
C -1.26 -5.49 -1.57 -0.083
H -0.75 -7.16 -2.80 0.099
H -0.83 -5.86 -4.88 0.100
H -1.42 -3.45 -4.81 0.113
H 0.31 -1.47 -2.43 0.066
H 1.67 0.47 -2.24 0.100
H 1.89 2.93 -2.17 0.105
H -2.30 3.39 -2.54 0.105
H -2.59 0.92 -2.63 0.086
H -1.83 -3.66 -0.61 0.097
H -1.24 -6.07 -0.66 0.090
```

Orbital gap = 5.0 eV
Total energy = -85013.839 eV
LUMO level = 1.7 eV
Net charge = -1
Energy above the lowest of the compared OMol25 structures with the same formula, charge and spin = 0.000 eV

***

Record 3
A structure of composition C37H43F5N3O7SSiY in a non-equilibrium geometry. Source: the OMol25 dataset; level of theory: ωB97M-V/def2-TZVPD.

Structure (XYZ):
```
98
Properties=species:S:1:pos:R:3:lowdin_charge:R:1
Y -0.53 0.79 -0.46 1.337
C -5.14 -4.40 0.08 -0.068
O -4.35 -4.47 1.26 -0.062
C -3.39 -3.53 1.42 -0.276
C -2.61 -3.65 2.59 -0.004
C -1.62 -2.74 2.81 -0.022
C -1.33 -1.70 1.89 -0.100
C -0.17 -0.88 2.10 -0.370
C 0.37 -0.67 3.49 0.002
O 0.45 -0.33 1.17 -0.151
C -2.16 -1.56 0.74 -0.316
O -2.06 -0.55 -0.08 -0.196
C -3.18 -2.51 0.52 0.057
H -5.81 -5.25 0.12 0.092
H -4.51 -4.46 -0.81 0.097
H -5.72 -3.47 0.05 0.096
H -2.81 -4.46 3.28 0.118
H -1.01 -2.84 3.70 0.114
H 1.15 -1.42 3.71 0.102
H -0.41 -0.74 4.25 0.088
H 0.83 0.32 3.52 0.081
H -3.79 -2.37 -0.36 0.114
N 9.05 -3.40 -2.74 0.163
C 8.16 -2.74 -2.42 -0.174
C 7.05 -1.91 -2.01 -0.223
C 5.75 -2.34 -2.25 -0.003
C 4.68 -1.55 -1.85 0.016
C 4.92 -0.32 -1.24 -0.171
C 6.22 0.11 -1.01 0.003
C 7.29 -0.69 -1.39 -0.013
N 3.82 0.49 -0.84 0.000
C 3.73 1.30 0.28 -0.019
C 2.48 1.82 0.26 -0.126
N 1.80 1.34 -0.85 -0.011
C 2.63 0.56 -1.48 -0.119
H 5.57 -3.30 -2.72 0.129
H 3.67 -1.90 -1.99 0.111
H 6.40 1.07 -0.55 0.119
H 8.30 -0.36 -1.22 0.125
H 4.53 1.40 0.99 0.124
H 2.00 2.47 0.96 0.067
H 2.43 0.04 -2.41 0.142
F 1.69 -4.17 -4.95 0.113
C 1.15 -3.08 -4.39 -0.155
C 0.67 -2.05 -5.17 -0.145
F 0.74 -2.15 -6.50 0.124
C 0.12 -0.92 -4.60 -0.137
F -0.32 0.06 -5.40 0.114
C 0.01 -0.75 -3.21 -0.300
O -0.46 0.32 -2.64 -0.186
C 0.50 -1.83 -2.47 -0.158
F 0.45 -1.70 -1.12 0.069
C 1.07 -2.96 -3.01 -0.161
F 1.54 -3.93 -2.22 0.115
C -1.12 5.85 2.78 -0.037
C -1.41 6.06 1.31 -0.648
C -0.13 6.04 0.48 -0.029
C -2.16 7.37 1.10 -0.027
O -2.30 5.03 0.85 -0.147
Si -2.12 3.46 0.48 -0.144
S -0.71 2.41 1.59 0.438
O -3.61 2.80 0.41 -0.147
C -4.65 2.56 1.38 -0.639
C -5.36 3.87 1.67 -0.023
C -5.58 1.56 0.71 -0.025
C -4.07 1.96 2.65 -0.043
O -1.53 3.14 -1.06 -0.255
C -2.14 3.50 -2.35 -0.606
C -2.87 4.84 -2.22 -0.026
C -0.99 3.61 -3.33 -0.019
C -3.11 2.41 -2.77 -0.012
H -0.46 6.64 3.15 0.089
H -0.63 4.88 2.94 0.043
H -2.05 5.87 3.36 0.090
H 0.54 6.83 0.81 0.091
H -0.36 6.20 -0.58 0.080
H 0.38 5.08 0.59 0.065
H -1.55 8.22 1.41 0.089
H -3.08 7.36 1.69 0.087
H -2.42 7.49 0.05 0.084
H -5.78 4.28 0.74 0.091
H -4.66 4.60 2.09 0.077
H -6.18 3.71 2.38 0.090
H -6.01 1.99 -0.20 0.087
H -6.40 1.28 1.39 0.088
H -5.02 0.66 0.45 0.083
H -3.42 2.68 3.17 0.076
H -3.47 1.07 2.43 0.074
H -4.88 1.68 3.33 0.091
H -2.18 5.63 -1.91 0.076
H -3.68 4.78 -1.49 0.084
H -3.29 5.11 -3.19 0.096
H -0.29 4.38 -3.00 0.089
H -1.36 3.88 -4.32 0.094
H -0.46 2.66 -3.41 0.068
H -3.93 2.33 -2.05 0.079
H -2.60 1.44 -2.83 0.071
H -3.52 2.63 -3.76 0.095
```

Orbital gap = 8.0 eV
Total energy = -91223.343 eV
LUMO level = -0.4 eV
Energy above the lowest of the compared OMol25 structures with the same formula, charge and spin = 0.000 eV

***

Record 4
The ion C4H4O4Si2 with charge -2 in a non-equilibrium geometry. Source: the OMol25 dataset; level of theory: ωB97M-V/def2-TZVPD.

Structure (XYZ):
```
14
Properties=species:S:1:pos:R:3:lowdin_charge:R:1
C 0.38 -1.35 -0.49 -0.473
C 1.78 -0.84 -0.36 -0.364
C -0.50 -0.24 -0.60 -0.417
C 1.92 0.59 -0.32 -0.458
O 0.19 -2.58 -0.60 -0.055
O 2.80 -1.59 -0.21 -0.005
O -1.89 -0.39 -0.62 -0.523
O 2.94 1.26 -0.48 -0.057
Si -2.68 -0.30 0.95 0.271
Si 0.21 1.46 -0.40 0.654
H -1.62 0.46 1.78 -0.179
H -3.17 -1.38 2.00 -0.246
H -0.43 2.11 0.74 -0.092
H 0.08 2.79 -1.39 -0.055
```

Orbital gap (spin up / spin down) = 4.8 / 4.8 eV
Total energy = -28153.969 eV
LUMO level (spin up / spin down) = 6.1 / 6.1 eV
Net charge = -2

***

Repeat the fourth record exactly.
The ion C4H4O4Si2 with charge -2 in a non-equilibrium geometry. Source: the OMol25 dataset; level of theory: ωB97M-V/def2-TZVPD.

Structure (XYZ):
```
14
Properties=species:S:1:pos:R:3:lowdin_charge:R:1
C 0.38 -1.35 -0.49 -0.473
C 1.78 -0.84 -0.36 -0.364
C -0.50 -0.24 -0.60 -0.417
C 1.92 0.59 -0.32 -0.458
O 0.19 -2.58 -0.60 -0.055
O 2.80 -1.59 -0.21 -0.005
O -1.89 -0.39 -0.62 -0.523
O 2.94 1.26 -0.48 -0.057
Si -2.68 -0.30 0.95 0.271
Si 0.21 1.46 -0.40 0.654
H -1.62 0.46 1.78 -0.179
H -3.17 -1.38 2.00 -0.246
H -0.43 2.11 0.74 -0.092
H 0.08 2.79 -1.39 -0.055
```

Orbital gap (spin up / spin down) = 4.8 / 4.8 eV
Total energy = -28153.969 eV
LUMO level (spin up / spin down) = 6.1 / 6.1 eV
Net charge = -2

***

What is the formula in the second record? C33H26NO8S3

***

Among the records above, which one has the lowest total energy? C37H43F5N3O7SSiY

***

What did the fourth record say?
The ion C4H4O4Si2 with charge -2 in a non-equilibrium geometry. Source: the OMol25 dataset; level of theory: ωB97M-V/def2-TZVPD.

Structure (XYZ):
```
14
Properties=species:S:1:pos:R:3:lowdin_charge:R:1
C 0.38 -1.35 -0.49 -0.473
C 1.78 -0.84 -0.36 -0.364
C -0.50 -0.24 -0.60 -0.417
C 1.92 0.59 -0.32 -0.458
O 0.19 -2.58 -0.60 -0.055
O 2.80 -1.59 -0.21 -0.005
O -1.89 -0.39 -0.62 -0.523
O 2.94 1.26 -0.48 -0.057
Si -2.68 -0.30 0.95 0.271
Si 0.21 1.46 -0.40 0.654
H -1.62 0.46 1.78 -0.179
H -3.17 -1.38 2.00 -0.246
H -0.43 2.11 0.74 -0.092
H 0.08 2.79 -1.39 -0.055
```

Orbital gap (spin up / spin down) = 4.8 / 4.8 eV
Total energy = -28153.969 eV
LUMO level (spin up / spin down) = 6.1 / 6.1 eV
Net charge = -2